The following is a DFT calculation (ωB97M-V with the def2-TZVPD basis set) of a 15-piece molecular cluster, C68H176N10O24 overall at a distorted geometry.

Geometry as XYZ:
```
278
Properties=species:S:1:pos:R:3:forces:R:3:lowdin_charge:R:1
C 22.881357 14.299272 23.296229 -0.25 -0.38 -1.62 -0.078
C 22.667878 15.736033 22.909981 -0.29 -0.86 -0.45 -0.461
C 21.924041 15.904470 21.555211 1.45 -0.87 0.84 -0.173
O 22.765616 15.358852 20.525508 0.97 0.62 0.97 -0.201
C 22.220528 15.439320 19.243621 -1.52 -0.11 0.45 -0.121
N 21.864483 16.210086 24.025563 0.14 0.82 0.54 0.039
H 23.374860 14.244909 24.266587 -0.16 -0.37 -0.08 0.079
H 23.475259 13.871152 22.488696 0.26 -0.44 0.34 0.078
H 21.884955 13.862851 23.226863 0.13 -0.55 0.68 0.085
H 23.689793 16.066804 22.724588 0.06 1.22 0.32 0.133
H 21.819549 16.989283 21.536424 -0.55 0.17 -0.96 0.121
H 21.000318 15.325814 21.554082 -0.42 0.39 0.13 0.125
H 22.839164 15.031438 18.444235 0.43 0.22 0.44 0.090
H 21.889013 16.459691 19.051102 0.20 0.20 -0.45 0.084
H 21.318108 14.829856 19.291504 -0.43 -0.15 -0.54 0.077
H 21.676833 17.192046 24.169234 0.07 0.43 -0.84 0.069
H 22.377129 15.985638 24.866358 -0.16 -0.36 0.28 0.055
C 9.342243 16.209216 18.218472 0.26 -0.68 0.88 -0.096
C 8.195002 16.764941 17.397366 0.30 -1.54 1.38 -0.363
O 8.655980 17.774651 16.583834 -0.30 0.91 -1.30 -0.055
H 9.060169 15.200252 18.519336 0.16 -0.11 0.31 0.068
H 9.593914 16.773277 19.116578 -0.47 0.21 0.12 0.067
H 10.317407 16.136958 17.736864 -0.29 -0.03 -0.73 0.070
H 7.379481 17.039849 18.066293 0.03 0.64 0.02 0.111
H 7.762075 15.944476 16.825091 0.03 -0.10 -0.32 0.108
H 8.690557 17.328707 15.734395 0.29 0.70 -0.36 0.089
C 18.378867 10.769808 12.533909 1.01 0.68 1.74 -0.108
C 18.160228 10.094042 11.239278 -0.47 -0.23 -1.44 -0.322
O 18.739229 10.811597 10.128046 -0.17 -0.10 0.52 -0.086
H 19.436688 10.992074 12.674379 0.18 0.07 -0.20 0.077
H 18.132662 10.221269 13.443075 -0.30 -0.61 -0.28 0.074
H 17.861450 11.716236 12.690931 -0.21 0.13 -0.58 0.072
H 17.092506 9.993973 11.044220 -0.20 -0.20 0.03 0.106
H 18.591696 9.096648 11.154728 0.08 0.06 0.38 0.115
H 18.231301 11.622539 10.050692 0.08 0.18 -0.16 0.073
C 23.025076 3.885323 23.425510 -0.49 -2.06 1.33 -0.113
C 22.418870 5.225991 23.610870 1.82 0.48 0.19 -0.313
O 22.946147 5.960906 22.510482 -1.34 1.49 -0.67 -0.094
H 22.740250 3.408911 22.487418 0.23 0.33 -0.21 0.084
H 22.707054 3.168635 24.182698 -0.29 -0.06 0.26 0.072
H 24.102634 3.891757 23.589595 0.14 0.28 -0.50 0.080
H 22.799108 5.716080 24.507154 0.16 -0.19 0.43 0.094
H 21.342503 5.267523 23.777615 -0.12 0.00 -1.12 0.117
H 23.824532 5.656048 22.271530 -0.12 -0.25 0.31 0.072
C 18.089235 16.842194 14.723531 1.04 -1.04 -0.26 -0.102
C 17.223184 16.906312 13.497039 1.01 -0.37 0.34 -0.344
O 17.287052 18.244467 13.084856 -1.08 0.70 -0.71 -0.070
H 17.679705 17.432371 15.543327 0.08 -0.40 0.15 0.077
H 19.092734 17.191079 14.479836 -0.14 0.73 -0.13 0.074
H 18.360242 15.805194 14.921746 -0.69 -0.27 0.86 0.068
H 16.231839 16.499733 13.697129 -0.32 0.37 -0.07 0.110
H 17.648083 16.295240 12.700693 0.05 -0.07 -0.06 0.109
H 16.477847 18.667561 13.381114 0.03 0.37 -0.14 0.072
C 11.171316 9.654055 18.328213 2.52 1.27 0.46 -0.116
C 10.302835 8.503962 18.028827 -0.52 0.87 -0.67 -0.336
O 9.035217 8.977317 18.385524 -2.28 -0.74 0.16 -0.088
H 10.970550 10.106113 19.299523 -0.33 -0.30 0.25 0.074
H 11.088907 10.496921 17.641999 -0.27 -0.24 -0.28 0.079
H 12.235154 9.426165 18.394616 0.21 -0.22 -0.27 0.073
H 10.655111 7.561112 18.447201 -0.35 -0.07 0.33 0.114
H 10.157613 8.395293 16.954025 0.55 -0.40 -0.09 0.116
H 8.872421 9.075357 19.326524 0.47 -0.16 0.11 0.084
C 15.986215 15.882439 21.807965 -0.29 -1.52 0.29 -0.065
O 15.562754 14.850635 20.853057 0.53 1.16 1.01 -0.227
C 15.679550 15.220022 19.470463 -1.63 -0.14 0.85 -0.217
C 15.062683 14.035750 18.682124 2.79 -0.88 -0.88 -0.160
N 15.823416 12.748031 19.052686 -1.21 1.92 -0.13 -0.057
C 17.268205 12.734551 18.635872 -2.18 0.10 0.94 -0.197
C 17.848500 11.468420 19.194726 1.88 0.76 1.19 -0.184
O 18.294546 11.714822 20.604055 -1.61 -0.60 -2.03 -0.202
C 18.715205 10.514425 21.202332 0.12 0.44 0.47 -0.144
H 15.132076 16.420079 22.219670 -0.08 0.68 -0.88 0.083
H 16.858269 16.460380 21.502001 -0.43 0.34 -0.56 0.085
H 16.332724 15.418884 22.731619 0.18 -0.81 -0.22 0.076
H 16.722659 15.501197 19.325684 -0.03 -0.19 -0.76 0.111
H 15.008300 16.056902 19.277733 0.23 0.54 -0.06 0.114
H 15.241843 14.182045 17.616950 -0.52 0.33 -0.18 0.103
H 14.013344 13.866673 18.923769 0.13 0.27 -0.03 0.114
H 15.736810 13.102411 19.994493 1.08 -1.81 1.39 0.057
H 17.775364 13.602484 19.057266 0.45 0.03 -0.40 0.107
H 17.215763 12.719757 17.547232 0.55 0.09 -0.05 0.118
H 18.808353 11.238461 18.732235 -0.13 -0.28 -0.62 0.114
H 17.131296 10.660651 19.049031 0.05 -0.16 0.54 0.120
H 17.944933 9.746433 21.272802 -0.41 0.13 0.12 0.082
H 19.019421 10.860388 22.190189 0.17 -0.60 0.13 0.088
H 19.541487 10.030199 20.681868 0.38 0.20 -0.14 0.081
C 14.357457 5.772011 25.404943 1.90 -1.23 -0.75 -0.087
O 14.050686 4.377549 25.167203 -1.20 0.43 0.70 -0.212
C 14.892543 3.407634 25.803226 1.17 1.14 -0.13 -0.214
C 14.859558 3.108113 27.298703 -1.72 -0.25 0.62 -0.199
N 13.601745 2.451624 27.733950 1.05 -0.71 -0.78 -0.072
C 12.390919 3.248484 27.771543 -0.26 -1.33 -0.44 -0.205
C 11.162780 2.350221 28.052241 0.65 0.07 2.45 -0.156
O 11.360799 1.687432 29.355473 2.01 0.84 -1.67 -0.243
C 10.344618 1.587012 30.318452 -0.04 -0.67 -2.26 -0.105
H 14.560274 5.991569 26.453158 -0.52 0.16 0.03 0.082
H 13.763717 6.504188 24.857696 -1.09 -0.64 0.53 0.083
H 15.290550 5.922786 24.862076 0.71 0.13 0.28 0.074
H 15.920348 3.751315 25.686582 0.44 0.13 -0.45 0.107
H 14.806508 2.494956 25.213552 -0.36 0.00 0.20 0.126
H 15.117161 3.925453 27.972263 -0.37 1.07 -0.31 0.104
H 15.755988 2.523189 27.504597 -0.34 -0.92 -0.30 0.115
H 13.712709 1.822324 28.516119 -0.11 0.31 0.11 0.101
H 12.169283 3.566702 26.752869 0.35 0.71 -0.01 0.111
H 12.538828 4.073156 28.468780 -0.68 0.35 0.08 0.118
H 11.033129 1.598127 27.274009 0.20 -0.06 0.00 0.118
H 10.251696 2.943662 28.128814 -0.07 0.23 -0.15 0.106
H 10.721894 1.919257 31.285608 -0.46 0.05 -0.04 0.088
H 10.130916 0.521726 30.231312 -0.65 -0.12 1.18 0.084
H 9.516392 2.114365 29.845113 -0.61 0.34 1.10 0.076
C 12.614004 22.603026 21.079105 0.18 0.94 -1.21 -0.116
O 12.856645 23.198790 22.323390 0.26 -0.46 0.38 -0.185
C 13.193178 24.566142 22.223547 -0.40 0.34 -0.38 -0.253
C 13.790553 25.043349 23.558203 -1.22 -0.68 -1.94 -0.181
N 14.968830 24.232550 23.867028 -0.39 -0.14 0.83 -0.057
C 16.176322 24.577848 23.159412 0.02 0.53 0.29 -0.219
C 17.293363 23.561660 23.353236 0.55 0.92 -0.08 -0.227
O 17.270717 22.476554 22.468184 -1.03 1.00 -1.15 -0.170
C 18.295424 21.547120 22.483056 0.08 -1.62 1.47 -0.131
H 11.778596 23.108143 20.594292 -0.76 -0.44 0.12 0.086
H 12.540396 21.515583 21.066621 -0.31 0.20 0.67 0.092
H 13.395182 22.849566 20.360003 0.72 -0.08 0.08 0.080
H 12.336870 25.175347 21.934236 -0.72 0.02 0.42 0.118
H 13.809812 24.752303 21.344222 0.88 -0.32 0.05 0.106
H 12.943387 24.950484 24.237756 0.46 -0.49 0.69 0.111
H 13.825231 26.122326 23.407455 1.26 0.15 0.39 0.119
H 14.779551 23.326304 23.463314 -0.71 -0.47 0.48 0.094
H 16.595223 25.463146 23.637779 -0.11 0.41 -0.32 0.119
H 15.889187 24.773467 22.126262 0.83 0.13 -0.46 0.116
H 17.293412 23.324643 24.417153 -0.15 -0.69 0.17 0.127
H 18.197103 24.155702 23.217358 0.49 -0.17 -0.28 0.116
H 19.277269 21.851407 22.845672 -0.01 0.68 -0.05 0.087
H 18.449898 20.980005 21.565117 -0.38 0.70 -0.50 0.084
H 17.939873 20.788271 23.180058 0.44 -0.49 0.35 0.083
C 21.849824 1.194341 17.782874 1.05 0.28 1.04 -0.110
O 22.523088 2.466818 17.833645 -0.66 -0.83 -1.18 -0.203
C 22.411715 3.178568 16.579883 -0.33 0.89 1.95 -0.199
C 22.097280 4.621329 16.988338 -0.72 -0.12 -0.82 -0.198
N 21.839980 5.377706 15.739717 0.97 0.50 0.58 -0.071
C 20.652171 6.192601 15.714630 -1.11 0.32 -0.13 -0.231
C 19.368678 5.343827 15.664719 0.69 0.93 0.70 -0.210
O 18.270383 6.237463 15.810307 0.64 -0.65 0.37 -0.185
C 16.998418 5.636354 15.875292 -0.82 0.30 -1.44 -0.121
H 21.890974 0.838586 18.812359 0.06 -0.20 -0.04 0.082
H 22.399507 0.495325 17.152542 -0.07 -0.07 -0.17 0.084
H 20.792207 1.195088 17.519124 -0.05 0.55 -0.36 0.081
H 21.587834 2.754393 16.005947 0.16 0.13 -0.31 0.112
H 23.346164 3.250123 16.023292 0.05 -0.71 -0.15 0.119
H 22.926465 5.065974 17.538657 0.16 -0.18 0.01 0.119
H 21.239932 4.672073 17.659514 -0.10 -0.21 0.01 0.112
H 22.571233 6.074075 15.760373 0.37 -0.10 -0.69 0.099
H 20.709785 6.875439 14.866975 -0.11 -0.39 -0.55 0.117
H 20.593655 6.929390 16.515763 -0.21 -0.27 0.80 0.116
H 19.388512 4.659670 16.513033 -0.07 -0.26 0.10 0.111
H 19.385134 4.750304 14.750639 -0.41 0.06 -0.27 0.125
H 16.924332 4.559103 15.726531 0.70 -0.21 0.17 0.084
H 16.512036 6.055590 14.994509 -0.69 -0.06 0.06 0.082
H 16.383687 5.875361 16.743091 0.51 0.29 0.32 0.082
C 25.517593 8.017404 26.563047 -0.18 0.79 0.31 -0.103
O 25.377023 7.762354 27.954181 1.82 0.03 -0.81 -0.208
C 24.106385 7.566578 28.455874 -0.54 1.18 -0.55 -0.219
C 23.375974 8.996872 28.463737 -0.71 -2.33 0.54 -0.138
N 21.894594 8.846956 28.629674 1.70 -0.14 1.43 -0.089
C 21.155184 8.801285 27.414002 -1.91 0.76 -0.64 -0.217
C 19.771519 8.006878 27.474933 2.47 -0.39 -1.25 -0.141
O 20.070898 6.609083 27.176946 -0.76 0.53 0.18 -0.196
C 20.689393 5.914054 28.222387 0.35 -0.46 1.37 -0.143
H 25.458880 9.087604 26.364754 0.62 0.36 0.17 0.074
H 24.706751 7.705343 25.904828 -0.20 -1.07 0.28 0.080
H 26.486156 7.617115 26.263449 -0.21 0.05 -0.15 0.091
H 24.290673 7.155213 29.448309 -0.55 0.25 0.21 0.122
H 23.679394 6.772247 27.843654 -0.94 0.17 -0.03 0.105
H 23.646668 9.533301 27.554297 -0.05 0.04 -0.14 0.096
H 23.860784 9.486653 29.308228 -0.46 0.31 0.03 0.114
H 21.504866 9.627369 29.138753 0.41 -0.06 0.41 0.103
H 21.774067 8.506412 26.566575 -0.20 -0.59 0.05 0.119
H 20.929177 9.850601 27.224417 -0.55 0.23 -0.75 0.107
H 19.128501 8.336326 26.658791 0.21 -0.05 -0.19 0.109
H 19.196353 8.217999 28.376433 0.33 -0.49 0.49 0.114
H 20.959018 4.873814 28.039902 -0.20 0.01 -1.23 0.083
H 20.030631 5.775269 29.079632 -0.31 0.52 0.30 0.083
H 21.615838 6.360566 28.583535 -0.17 0.37 -0.07 0.053
C 15.268618 12.829706 27.234782 -1.77 0.51 0.27 -0.135
O 16.166794 13.012575 28.271754 1.47 -0.30 -0.03 -0.164
C 17.386891 13.522940 27.802192 -0.22 1.47 -1.23 -0.283
C 18.280652 13.771714 28.942199 1.26 -1.97 0.77 -0.222
N 19.676527 14.089906 28.548406 -0.72 1.16 0.66 -0.041
C 20.480579 14.765303 29.597004 1.17 -0.82 -0.48 -0.185
C 21.965377 14.815752 29.132592 0.62 0.99 -0.70 -0.168
O 22.209306 15.904436 28.181499 -1.74 -0.62 0.19 -0.212
C 23.503496 16.384594 28.093621 0.80 0.04 0.65 -0.158
H 14.496906 12.218275 27.702451 -0.21 -0.20 -0.63 0.094
H 15.604032 12.448287 26.270353 0.63 -0.59 0.29 0.089
H 14.820965 13.790003 26.978779 -0.26 0.30 -0.06 0.083
H 17.254401 14.509388 27.357815 -0.58 0.31 -0.62 0.125
H 17.828483 12.908440 27.017668 0.12 -0.41 0.10 0.131
H 18.325775 12.755115 29.332835 0.20 0.06 1.07 0.120
H 17.730890 14.399221 29.643687 0.47 0.45 0.18 0.128
H 19.642452 14.732740 27.770136 0.04 0.14 -0.35 0.102
H 20.437132 14.158381 30.501360 0.11 -0.28 -0.01 0.113
H 20.167429 15.753188 29.934810 -0.27 0.30 -0.43 0.114
H 22.270273 13.883204 28.657726 -0.37 -0.24 -0.16 0.114
H 22.723611 14.975776 29.899125 -0.46 0.03 0.77 0.106
H 24.215089 15.672910 27.675012 -0.01 -0.20 -0.45 0.083
H 23.917975 16.620423 29.073779 -0.03 0.08 0.45 0.079
H 23.529902 17.326209 27.545212 -0.24 -0.20 -0.28 0.088
C 4.877332 11.496313 28.011637 0.55 0.57 -0.56 -0.088
O 5.644147 12.335702 28.932063 -2.53 -0.97 -1.46 -0.187
C 6.982317 12.504395 28.545891 0.84 -0.78 0.58 -0.243
C 7.391264 13.766739 27.767664 -0.45 -0.59 2.42 -0.214
N 7.066921 13.746714 26.385249 -0.78 -0.55 0.06 -0.054
C 7.432524 14.912437 25.694502 0.99 1.50 -2.51 -0.225
C 8.934742 14.920634 25.285093 0.74 0.77 1.44 -0.220
O 9.493505 13.634828 25.057033 -1.09 0.24 -0.80 -0.228
C 10.199002 13.507517 23.802196 -0.16 -0.87 2.27 -0.069
H 3.848639 11.247261 28.272154 0.12 0.64 0.94 0.077
H 5.339543 10.523825 27.842124 0.51 -0.04 0.23 0.075
H 4.812119 11.979815 27.036913 0.13 0.16 -0.08 0.074
H 7.347956 11.606239 28.048184 0.06 -0.25 -0.18 0.115
H 7.360690 12.482508 29.567888 1.32 0.51 -0.29 0.123
H 8.432982 14.003538 27.984110 0.50 -0.32 0.00 0.117
H 6.858495 14.479093 28.397607 -0.43 0.88 -0.85 0.123
H 7.671828 13.097461 25.902887 -0.17 -1.08 0.34 0.103
H 7.205127 15.872808 26.157189 -0.04 -0.18 0.46 0.123
H 6.927635 14.958160 24.729565 -0.57 -0.19 -0.05 0.108
H 9.502803 15.321491 26.124582 0.16 0.18 0.25 0.108
H 9.139037 15.622943 24.476942 -0.24 -0.15 -0.35 0.115
H 9.559106 13.717329 22.945111 0.34 0.27 -0.05 0.092
H 10.458405 12.451524 23.877674 0.20 -0.02 -0.80 0.087
H 11.112674 14.078168 23.968489 0.04 0.29 -1.01 0.090
C 9.582483 19.928132 28.170117 1.02 -0.55 -0.72 -0.092
O 10.242503 19.431761 27.013610 0.41 -0.12 -0.65 -0.245
C 11.224762 20.293503 26.422289 0.85 -0.22 1.35 -0.164
C 12.638018 20.285287 27.226279 -3.62 0.65 -0.62 -0.221
N 12.981655 18.901149 27.353854 2.71 0.49 1.12 -0.038
C 14.002648 18.747102 28.460761 -0.26 -1.14 -0.71 -0.195
C 15.325142 19.401854 28.166837 0.33 1.03 -1.40 -0.265
O 16.389314 19.092991 29.011448 1.12 -0.65 1.09 -0.179
C 16.171782 19.268406 30.397279 -0.25 -0.01 0.15 -0.108
H 9.004010 20.826532 27.954821 -0.13 0.06 0.00 0.086
H 10.377173 20.144589 28.884063 -0.44 0.08 0.65 0.078
H 8.955567 19.080596 28.447163 -0.11 0.41 0.50 0.093
H 10.778044 21.287739 26.416051 0.35 0.27 -0.45 0.110
H 11.404574 19.859771 25.438599 -0.07 0.36 -0.07 0.117
H 12.434218 20.746968 28.192413 -0.13 0.07 0.57 0.095
H 13.294351 21.029261 26.774815 0.52 -0.76 -0.60 0.112
H 12.134922 18.376960 27.522300 0.03 -0.09 0.28 0.097
H 14.315136 17.703427 28.495113 -0.53 -0.36 0.23 0.122
H 13.707485 19.045549 29.466692 -0.81 0.14 -0.06 0.101
H 15.296375 20.488873 28.091588 -0.49 0.33 -0.01 0.118
H 15.657367 19.036335 27.195184 -0.07 0.10 -0.18 0.130
H 15.280056 18.692378 30.644473 0.10 0.23 0.69 0.075
H 16.121176 20.303021 30.736566 -0.77 0.51 -0.53 0.086
H 17.009756 18.966664 31.025665 0.25 -0.86 -0.66 0.085
C 13.740490 20.484567 13.792933 -0.79 -0.81 -1.12 -0.115
O 14.375884 21.180623 12.741459 1.28 0.41 -0.30 -0.217
C 13.832554 20.986093 11.417249 0.44 2.31 -0.47 -0.166
C 14.739757 21.781030 10.352171 0.00 -1.49 2.02 -0.215
N 14.995063 23.134640 10.732265 0.36 1.24 -0.79 -0.072
C 16.098686 23.763182 9.946175 -1.28 0.15 0.86 -0.174
C 16.422892 25.206759 10.395425 -0.06 0.25 -0.19 -0.223
O 15.258101 25.909665 10.845468 0.82 1.59 0.45 -0.180
C 15.551867 27.318232 11.134996 -0.41 -0.04 -0.89 -0.099
H 13.554174 19.511178 13.339162 -0.88 -0.38 0.49 0.077
H 12.845253 21.007131 14.129938 -0.39 -0.17 -0.27 0.087
H 14.272879 20.250181 14.714732 1.06 0.68 -0.36 0.080
H 12.873772 21.503828 11.389297 -0.46 -0.39 0.04 0.113
H 13.754839 19.943295 11.109638 0.02 -0.13 0.24 0.112
H 14.328197 21.748464 9.343379 -0.37 -0.19 0.08 0.115
H 15.650024 21.181436 10.352698 0.57 -0.14 -0.31 0.101
H 15.043849 23.312115 11.725351 0.23 -0.26 -0.06 0.109
H 15.808781 23.801548 8.896137 -0.34 -0.06 -0.04 0.109
H 16.986150 23.130698 9.967616 0.44 0.09 0.18 0.107
H 16.854842 25.754667 9.557974 -0.09 -0.03 -0.49 0.109
H 17.239494 25.260137 11.115435 -0.20 -0.30 0.69 0.112
H 15.910022 27.907418 10.290782 0.65 -0.71 -0.76 0.073
H 16.259043 27.551783 11.930896 -0.01 -0.75 0.35 0.081
H 14.656586 27.921274 11.286344 -0.56 -0.90 0.66 0.079
```
Forces are in eV/Å.

gap between HOMO and LUMO = 0.3047 Eh
total energy = -5048.81246 Ha
spin multiplicity = 1
HOMO energy = -0.303 Ha
total charge = 0